Entry 1:
C7H36F3O15S | the ωB97M-V functional and the def2-TZVPD basis

Output
LUMO level = 2.211 eV
molecular weight = 449.41 g/mol

```
! RIJCOSX wB97M-V def2-TZVPD def2/J DEFGRID3
* xyz -1 1
S 0.9388 -1.4572 -0.0132
F 0.1985 0.5869 1.5350
F -1.3198 -0.1321 0.1268
F 0.3595 1.0520 -0.5896
O 4.6134 -1.4998 -1.1847
O 0.3999 -1.9270 -1.2896
O 0.8219 -2.2327 -4.2053
O -0.6994 -0.5921 3.9183
O 1.1215 4.0507 -3.6766
O 0.5539 -2.3207 1.0930
O 4.2557 -4.2849 0.0718
O -0.7941 -4.3301 -1.4720
O -3.7689 -0.5816 1.6956
O -0.5526 -5.6802 2.0997
O 2.3214 -1.0027 -0.0905
O 0.0379 3.4702 1.2907
O 1.4411 -3.0796 3.6583
O -2.1447 3.7782 -0.3162
O 3.5123 0.3498 2.2748
C -0.0130 0.1390 0.2925
C 1.3908 3.5309 -2.3794
C -4.7574 0.3156 1.2314
C -4.0896 1.6493 0.9913
C 2.2830 4.4846 -1.6237
C 2.1730 2.2153 -2.5493
C -5.4925 -0.2185 0.0015
H -3.4632 2.0309 1.8003
H 3.7304 -0.3539 1.6537
H -3.0739 -0.6426 1.0280
H 0.7355 -1.8634 -3.3144
H 1.4723 1.4294 -2.8511
H 1.8948 5.5105 -1.6338
H 2.6496 1.8661 -1.6343
H 4.2751 -3.3221 -0.0094
H -0.3782 3.1762 2.1087
H -0.4688 -3.4041 -1.5284
H 2.8904 2.3031 -3.3646
H -0.1635 -4.7716 -0.8961
H -1.2595 3.4980 -0.0001
H 3.2307 4.6179 -2.1511
H 4.6512 -4.5984 -0.7458
H -5.4911 0.3508 2.0429
H 4.3918 -1.3919 -2.1137
H -4.8100 -0.3015 -0.8476
H 0.6070 2.7359 1.0305
H -0.0342 -2.6334 -4.3825
H -4.8449 2.4400 0.9035
H 0.7498 3.3325 -4.1978
H -1.4542 -5.3578 2.0056
H -0.0029 -4.9641 1.7536
H -5.8696 -1.2289 0.1742
H 0.4503 3.3613 -1.8485
H 1.1232 -2.5582 2.9034
H -0.7385 0.1420 3.2996
H -6.3835 0.3600 -0.2471
H 3.3604 -0.1044 3.1109
H 3.8084 -1.1771 -0.6981
H 2.4315 4.2640 -0.5687
H -3.5042 1.6269 0.0719
H 0.6832 -3.1393 4.2462
H -1.2898 -1.2545 3.5415
H -2.6963 3.7384 0.4681
*
```

Atomic partial charges in e from the natural (NBO) method, atoms 1 to 5: number 1, S, carries 2.37; number 2, F, carries -0.33; number 3, F, carries -0.34; number 4, F, carries -0.32; number 5, O, carries -0.99



Entry 2:
C40H92ClN3O15P3S10 | the ωB97M-V functional and the def2-TZVPD basis

Output
LUMO level = 1.359 eV
molecular weight = 1304.23 g/mol

```
! RIJCOSX wB97M-V def2-TZVPD def2/J DEFGRID3
* xyz -1 1
Cl -6.6090 -3.3678 -2.1251
S -4.0897 4.1496 4.1848
S -4.0055 3.0035 7.7803
S -1.3962 -8.5974 -5.2290
S 5.5938 0.5807 3.0363
S 1.7210 1.5595 -2.2092
S 5.5907 3.5253 -1.6622
S 1.7601 2.0066 0.7297
S 0.7445 -3.2730 -5.0307
S -1.1538 1.6414 5.4467
S 10.2895 2.4656 -2.7715
P -2.3202 0.1254 -3.6571
P -5.0906 -3.4713 -0.6736
P -4.0252 0.0531 -2.1590
O -6.3996 2.5984 -0.7561
O -4.8092 4.1578 8.2740
O -0.4299 -8.9268 -6.3123
O 0.2705 -3.1577 -3.6255
O -3.3690 -4.6607 -4.6393
O 5.4322 2.2921 -0.8396
O -2.5943 3.7103 -2.8928
O -3.7230 2.8194 -2.7347
O -2.0550 0.4879 5.1927
O 4.6150 -0.5127 2.8135
O -4.3127 -1.6226 -2.4751
O -5.5364 -2.3690 0.4416
O -3.0283 -0.4191 -0.8279
O 9.7969 3.8678 -2.7322
O -2.7540 4.5059 3.6149
N -1.8593 -1.1734 -4.4759
N -2.8168 -3.8777 2.4402
N 1.8866 -0.4634 -0.4524
C 3.9636 -1.2779 -2.4219
C 0.3996 3.1682 0.5231
C -2.6677 -1.8060 -0.7281
C -5.6483 0.2667 -1.1500
C 0.1029 -4.8359 -5.6342
C 9.2465 1.5267 -1.6555
C 1.7684 0.9303 -0.7133
C 6.6767 0.6337 1.6053
C -3.6893 -2.5637 -1.6279
C -2.7775 -3.4642 1.1822
C 0.5316 -2.2140 0.7195
C -3.7329 -3.8147 -3.8547
C -0.3174 -2.2200 -6.0186
C -2.3317 3.2390 8.3917
C 3.2960 -0.6618 0.0158
C -1.1937 -1.8046 -1.2158
C 0.9541 -0.7625 0.6675
C -2.6811 -7.5960 -5.9730
C 6.7132 4.5976 -0.7584
C -2.7484 -2.1477 0.7474
C -2.7706 -1.1566 1.7192
C 11.7644 2.4051 -1.7450
C 6.8149 -0.0536 4.1959
C -2.8087 -1.5763 3.0323
C 0.7491 4.4974 1.2037
C -2.4201 -10.0536 -4.9746
C -2.8179 -2.9167 3.3603
C -4.6787 5.5971 5.0684
C 4.1218 4.5140 -1.4120
C -0.5626 2.2294 3.8587
C -3.4816 1.8588 -1.6855
C -0.4931 5.2133 1.7545
C -0.1832 -2.7304 -0.5360
C 0.4243 0.9640 5.9896
C -4.3958 1.5999 8.8285
C -3.1218 -3.7228 -2.4807
C -5.2848 4.2305 2.8573
C 4.3479 -0.6306 -1.0988
C 3.2946 -2.6597 -2.2972
C -6.4594 1.4515 -1.6287
H 0.0683 -0.1419 0.5942
H -3.9663 2.1592 -0.7590
H 11.5486 2.8410 -0.7694
H -0.4872 6.2601 1.4592
H 7.2031 -1.0058 3.8334
H 1.4124 -0.5052 1.6230
H 0.3121 -4.9455 -6.6980
H -1.7894 -10.8328 -4.5524
H -0.0924 -2.3830 -7.0748
H 6.0879 0.9725 0.7530
H -2.2462 -6.6418 -6.2564
H -2.8284 -3.1936 4.4008
H 9.2055 2.0311 -0.6894
H -6.2835 4.0914 3.2719
H -1.9103 4.1052 7.8861
H 3.9470 4.6292 -0.3435
H -1.1756 0.6857 -3.0097
H 9.6403 0.5172 -1.5381
H 3.3538 -1.6024 0.5465
H 12.5388 2.9839 -2.2433
H 0.1951 2.9972 4.0187
H -0.1095 -1.1894 -5.7445
H 7.6945 4.1282 -0.7543
H -1.1468 -2.0556 -2.2668
H -6.1693 1.7653 -2.6325
H -2.4326 -1.9499 -4.1634
H -6.2431 -0.6184 -1.3435
H -6.1178 -2.7922 1.0766
H 0.5758 -2.9206 -1.2819
H 1.4165 -2.8381 0.8488
H 1.1529 1.7700 6.0793
H 6.3495 4.7226 0.2624
H 8.2475 1.4813 -2.0866
H 4.2554 5.4844 -1.8918
H -4.0314 5.7551 5.9282
H 3.2848 3.9835 -1.8657
H 7.4830 1.3435 1.7946
H -5.4928 0.2884 -0.0761
H 0.6046 -5.6276 -5.0802
H -2.8376 -0.8418 3.8214
H 0.1550 3.3485 -0.5163
H -1.4110 2.6633 3.3334
H -2.4172 1.8729 -1.4712
H -2.7638 -0.1178 1.4529
H -5.2067 5.1937 2.3526
H -0.1492 1.3914 3.2939
H -1.3605 -2.4390 -5.8001
H 0.2734 0.4973 6.9618
H -3.4781 -7.4203 -5.2518
H 1.4436 4.3344 2.0229
H -0.8906 -0.7702 -1.1694
H -2.0397 -3.7184 -2.5408
H -1.7351 2.3605 8.1587
H 4.8873 -1.4138 -2.9828
H 3.3943 -3.0921 -1.3072
H -3.0640 -8.1072 -6.8573
H -0.9719 -4.8801 -5.4456
H 4.6709 0.3958 -1.2348
H -2.8280 -10.3836 -5.9302
H -2.7687 -4.2417 0.4284
H -2.7040 1.1271 -4.5836
H 3.7847 -3.3441 -2.9880
H 12.0908 1.3705 -1.6402
H -0.4845 2.7632 1.0062
H 6.3188 -0.1994 5.1529
H 3.5494 0.1088 0.7308
H -4.8199 0.4351 -3.3086
H -3.7362 0.7708 8.5730
H -5.8765 3.2546 -1.2196
H -4.4968 -3.1030 -4.1675
H 1.2422 5.1276 0.4729
H -5.0587 3.4332 2.1563
H -7.5069 1.1635 -1.6786
H -4.2777 1.8814 9.8754
H 6.7771 5.5598 -1.2651
H -3.3875 -4.6586 -1.9824
H -2.3497 3.4168 9.4681
H -4.6415 6.4647 4.4084
H -3.2223 -9.8120 -4.2776
H -1.9511 3.1669 -3.3692
H -0.5084 5.2028 2.8333
H 0.7657 0.2172 5.2728
H -1.4247 4.7927 1.4009
H -5.4280 1.3196 8.6327
H -0.6021 -3.7024 -0.2907
H 5.2180 -1.1629 -0.7123
H -5.6949 5.4163 5.4156
H 3.3405 -0.6309 -3.0240
H -0.0579 -2.3558 1.6209
H 7.0762 -0.3638 1.4153
H 7.6206 0.6724 4.3074
H 2.2621 -2.6275 -2.5939
*
```

Atomic partial charges in e from the Mulliken method, atoms 1 to 5: number 1, Cl, carries -0.32; number 2, S, carries 0.65; number 3, S, carries 0.73; number 4, S, carries 0.59; number 5, S, carries 0.54



Number 1: Kohn-Sham gap 10.42 eV, energy -2114.8106 Ha, highest occupied orbital energy -8.210 eV. Number 2: Kohn-Sham gap 5.93 eV, energy -8337.9362 Ha, highest occupied orbital energy -4.569 eV.